Here is a molecular structure, C37H53IrN3O3SSi3 from the OMol25 dataset. Energies are from ωB97M-V/def2-TZVPD.

## Properties
- Frontier orbital gap (spin up / spin down): 5.72 / 6.09 eV
- Charge: -2
- Multiplicity: 2
- HOMO energy (spin up / spin down): -1.37 / -1.99 eV
- <S²>: 0.78

Last column: Löwdin spin population.
CARTESIAN COORDINATES (ANGSTROEM)
Ir (0.24724, -0.14340, -0.35765)  0.066
S (0.68749, 0.19141, -2.58600)  0.002
Si (3.01666, -1.48171, 1.34419)  0.000
Si (2.93222, -2.20568, -1.57547)  0.000
Si (1.01355, -3.55284, 0.34815)  0.000
O (-0.34397, -0.40081, 1.61101)  0.002
O (1.85040, 1.01736, 0.21674)  0.001
O (2.25525, -0.70980, 2.60788)  0.000
N (-0.76286, -0.96381, -4.50352)  0.000
N (-1.43933, -1.48108, -2.38983)  0.000
N (-1.26143, -1.30772, -1.01679)  0.005
C (-3.71519, 6.27222, 0.99370)  -0.003
C (3.22426, 2.77435, -0.66141)  0.000
C (-3.59869, -2.06802, 1.66312)  0.000
C (-0.61048, -0.81301, -3.12537)  -0.001
C (-1.48662, -0.86380, 1.95889)  0.002
C (-4.49063, 1.90864, -4.02513)  -0.003
C (2.92190, -0.31961, 3.76487)  0.000
C (2.02265, -5.18532, 0.28246)  0.000
C (4.55638, -0.48396, 0.90234)  0.000
C (2.06171, 2.39030, 0.27744)  0.000
C (-2.73134, 4.76154, 2.56933)  -0.003
C (-3.91432, -1.95221, 2.99713)  0.001
C (-0.36985, -4.10304, -0.84940)  0.000
C (-1.16868, 1.17562, -0.46010)  0.226
C (-1.84891, -0.74853, 3.33349)  0.001
C (4.42140, -3.39799, -1.35111)  0.000
C (-3.07994, 2.94463, -0.70045)  0.255
C (-5.29002, 3.38839, -1.82895)  0.051
C (-6.14830, 3.22131, -2.90422)  -0.003
C (-3.63136, 2.06880, -2.95426)  0.051
C (-5.75549, 2.48924, -4.01720)  0.062
C (1.99346, -3.04130, -2.99000)  0.000
C (-3.01202, -1.27380, 3.83200)  0.000
C (-2.25130, -1.71261, -0.31141)  0.002
C (-4.00035, 2.83027, -1.82990)  0.018
C (-2.41635, -1.54620, 1.11222)  0.002
C (3.84937, -2.96492, 2.23936)  0.000
C (3.76182, -0.63934, -2.23932)  0.000
C (-3.18041, 4.00322, 0.30612)  0.018
C (-3.68254, 5.28257, 0.02371)  0.046
C (2.44773, 2.73841, 1.72711)  0.000
C (0.86564, 3.25754, -0.11965)  0.005
C (-2.06904, 2.00786, -0.57180)  0.082
C (0.34109, -3.56209, 2.12281)  0.000
C (-3.24674, 6.02001, 2.27643)  0.054
C (1.90174, -1.96425, -0.05331)  -0.001
C (-2.69416, 3.77262, 1.60320)  0.045
H (3.19868, -3.38335, 3.01398)  0.000
H (-2.28325, 2.79585, 1.83000)  0.002
H (-7.14099, 3.65620, -2.86456)  -0.002
H (1.16570, 4.31082, -0.15374)  0.001
H (-1.68809, -1.28275, -4.75107)  0.000
H (1.37926, -5.96719, 0.70391)  0.000
H (-1.14071, -0.23403, 3.97210)  0.000
H (2.95081, 2.53569, -1.69242)  0.000
H (4.76702, -2.61864, 2.72821)  0.000
H (-4.28320, -2.57760, 0.99128)  0.000
H (-2.34837, 4.54896, 3.56040)  -0.001
H (5.18572, -1.02891, 0.19484)  0.000
H (-6.42816, 2.35855, -4.85646)  0.005
H (2.62352, -3.04493, -3.88602)  0.000
H (-4.83564, -2.36423, 3.38884)  0.000
H (-0.66006, -4.00306, 2.15595)  0.000
H (-4.17211, 1.31557, -4.87476)  -0.002
H (4.92674, -3.24777, -0.39432)  0.000
H (0.05106, 3.15505, 0.59780)  0.001
H (4.13194, 2.22206, -0.41498)  0.000
H (1.05864, -2.53794, -3.23718)  0.000
H (2.62300, 3.81234, 1.86040)  0.000
H (-3.23538, -1.16343, 4.88846)  0.000
H (3.74925, 0.37432, 3.55745)  0.000
H (-1.29858, -4.30344, -0.30563)  0.000
H (2.21282, 0.20056, 4.41692)  0.000
H (5.15417, -3.20435, -2.14264)  0.000
H (3.35034, 2.19393, 2.01379)  0.000
H (-3.27036, 6.79522, 3.03292)  0.004
H (-4.09644, 7.25509, 0.73938)  -0.002
H (0.99347, -4.16722, 2.75923)  0.000
H (-2.65677, 1.59512, -2.95550)  0.003
H (-5.63451, 3.92999, -0.95834)  0.002
H (3.44473, 3.84577, -0.59855)  0.000
H (3.32760, 0.24154, -1.77011)  0.000
H (0.49078, 2.96693, -1.10261)  0.002
H (3.33215, -1.17495, 4.32141)  0.000
H (1.76194, -4.08033, -2.74108)  0.000
H (-0.05846, -5.03680, -1.32662)  0.000
H (2.25396, -5.47365, -0.74616)  0.000
H (4.28785, 0.47076, 0.46929)  0.000
H (4.13435, -4.45044, -1.40873)  0.000
H (-0.58958, -3.39932, -1.64659)  0.000
H (5.15234, -0.32142, 1.80771)  0.000
H (4.83468, -0.64888, -2.02994)  0.000
H (0.29094, -2.55876, 2.54313)  0.000
H (-0.46174, -0.15528, -5.02420)  0.000
H (3.62276, -0.55826, -3.32107)  0.000
H (-3.05371, -2.20096, -0.85995)  0.000
H (2.95346, -5.18010, 0.85015)  0.000
H (-4.01614, 5.51240, -0.97981)  0.002
H (4.13183, -3.77339, 1.56588)  0.000
H (1.63908, 2.41917, 2.38818)  0.000

Force components x, y, z for each atom (eV/Å):
0.02 -0.47 0.31
-0.20 -0.09 -0.27
0.11 -0.11 -0.13
0.00 -0.01 -0.06
0.00 -0.08 -0.02
0.07 0.17 0.11
0.10 -0.11 -0.01
-0.10 -0.03 0.09
-0.04 0.01 0.01
-0.06 0.06 -0.03
-0.03 0.23 -0.21
0.00 0.00 0.00
-0.05 0.00 -0.01
0.00 0.01 0.02
-0.05 0.12 -0.08
-0.01 -0.18 0.03
0.01 0.00 0.01
0.00 0.04 0.02
0.14 0.07 0.06
0.03 -0.07 0.00
-0.01 0.14 0.08
0.00 0.00 0.00
0.01 0.00 0.00
0.06 -0.04 -0.03
0.31 0.55 -0.11
-0.02 0.00 0.02
0.01 0.03 0.04
0.01 -0.05 -0.05
0.01 0.00 -0.01
0.01 0.00 0.00
-0.02 -0.01 -0.01
-0.01 0.00 0.00
-0.05 -0.01 0.01
-0.01 0.00 -0.01
0.00 -0.03 0.09
0.01 0.02 0.01
0.03 0.09 -0.05
-0.04 -0.02 0.04
0.02 0.01 -0.01
-0.02 0.01 0.01
0.00 0.00 0.00
-0.01 -0.01 -0.03
0.03 0.05 0.06
-0.32 -0.22 0.04
-0.04 -0.03 -0.04
-0.01 -0.01 0.00
-0.20 0.09 0.09
0.01 -0.01 0.02
0.00 -0.03 -0.05
0.01 0.00 0.00
0.00 0.00 0.00
0.00 0.00 0.01
0.00 0.01 0.00
-0.03 0.01 -0.02
0.00 -0.01 -0.01
0.00 0.01 0.00
-0.03 0.02 0.04
0.00 0.00 0.00
0.00 0.00 0.00
0.02 0.01 0.03
0.00 0.00 0.00
0.02 0.00 0.00
0.00 0.00 0.00
0.00 0.02 0.03
0.00 0.00 -0.01
0.04 0.00 -0.04
0.04 -0.01 -0.05
-0.01 0.00 0.00
0.12 -0.11 -0.01
0.01 0.01 -0.01
0.00 0.00 0.00
-0.03 -0.02 0.01
0.01 0.03 0.00
0.01 -0.01 0.00
-0.02 -0.01 -0.03
0.01 -0.01 -0.02
0.00 0.00 0.00
0.00 0.00 0.00
0.00 0.00 0.00
0.01 0.01 0.00
0.00 0.00 0.00
0.01 0.00 0.00
0.03 0.04 0.02
0.03 0.04 0.02
0.00 0.00 0.01
0.00 -0.02 0.00
0.00 -0.06 0.05
-0.01 0.01 0.00
-0.01 0.08 -0.05
-0.02 0.03 0.02
0.04 -0.15 0.02
-0.03 0.01 -0.01
0.01 0.00 0.00
0.04 -0.02 0.01
0.03 -0.01 0.00
-0.02 0.00 0.02
0.00 -0.02 0.02
-0.05 -0.03 -0.01
0.00 0.00 0.00
0.03 0.06 0.02
0.00 0.00 0.00

Here is 6 unconnected molecules or ions with the total composition C27H59ClNO14PS3 at a distorted geometry from the OMol25 dataset. Energies are from ωB97M-V/def2-TZVPD.

## Properties
- Frontier orbital gap: 9.19 eV
- Charge: 0
- Multiplicity: 1
- HOMO energy: -9.09 eV

Last column: Löwdin charge in e.
CARTESIAN COORDINATES (ANGSTROEM)
Cl (-17.62706, -9.33974, 21.77777)  0.638
S (-17.12102, -16.56152, 22.98631)  0.697
S (-14.00330, -11.52044, 24.88085)  0.676
S (-13.63892, -6.19805, 25.11058)  0.685
P (-16.28242, -14.12922, 17.93113)  0.444
O (-18.82156, -9.45226, 22.59867)  -0.347
O (-13.17167, -10.59092, 25.61378)  -0.325
O (-16.68109, -13.99690, 16.34937)  -0.193
O (-17.98848, -17.63557, 22.53042)  -0.342
O (-16.78630, -15.37156, 18.55557)  -0.218
O (-17.15587, -10.63299, 21.35260)  -0.382
O (-12.43008, -6.82884, 24.61376)  -0.336
O (-16.84770, -12.73460, 18.45728)  -0.181
O (-14.23325, -5.06930, 24.43981)  -0.328
O (-14.70806, -13.91993, 17.95945)  -0.181
O (-16.56966, -8.55088, 22.39266)  -0.392
O (-16.62608, -16.58851, 24.35743)  -0.351
O (-17.98372, -8.54836, 20.59984)  -0.383
O (-13.55750, -11.91585, 23.55966)  -0.331
N (-13.47403, -9.53365, 19.72135)  -0.253
C (-13.48951, -6.08600, 21.51237)  -0.084
C (-18.24630, -12.46255, 18.49624)  -0.263
C (-14.90008, -7.49861, 25.39082)  -0.217
C (-15.51235, -14.91148, 21.62295)  -0.215
C (-16.52583, -15.19432, 15.58397)  -0.294
C (-15.41900, -7.27023, 26.79991)  -0.196
C (-15.70815, -11.05431, 24.91213)  -0.241
C (-15.79213, -13.13300, 26.17445)  -0.172
C (-11.02240, -9.37449, 19.21993)  -0.170
C (-13.49427, -5.74394, 26.88164)  -0.210
C (-15.71014, -16.40520, 21.82224)  -0.207
C (-10.78968, -10.77024, 19.78850)  -0.178
C (-14.81347, -9.47202, 19.01996)  0.050
C (-13.83226, -15.03502, 17.72891)  -0.271
C (-12.42053, -9.35228, 18.64574)  -0.112
C (-17.86234, -14.95865, 22.57810)  -0.202
C (-11.84816, -11.13226, 20.81088)  -0.170
C (-12.87329, -15.26378, 18.88397)  -0.047
C (-16.82239, -14.17400, 21.76467)  -0.200
C (-13.54740, -7.06364, 20.36181)  -0.220
C (-13.29131, -10.92433, 20.35265)  -0.082
C (-18.69786, -11.74078, 17.21896)  -0.060
C (-13.37625, -8.49304, 20.81302)  -0.126
C (-14.07455, -7.00052, 27.53280)  -0.231
C (-14.24996, -13.02286, 25.86029)  -0.199
C (-16.58340, -12.25480, 25.20456)  -0.191
C (-17.22918, -14.96813, 14.24344)  -0.062
H (-14.16874, -6.83746, 28.60894)  0.114
H (-13.64056, -11.59960, 19.56808)  0.122
H (-14.20065, -4.91571, 26.91568)  0.096
H (-15.46769, -15.40971, 15.39136)  0.106
H (-14.90717, -17.07727, 22.12414)  0.105
H (-15.09312, -14.76319, 20.62590)  0.071
H (-15.64407, -7.37110, 24.60180)  0.095
H (-13.76093, -12.86053, 26.82016)  0.093
H (-17.34668, -13.98802, 20.82722)  0.090
H (-10.29159, -9.14383, 18.44114)  0.124
H (-18.25691, -14.69971, 14.49923)  0.079
H (-12.40568, -14.30497, 19.10924)  0.072
H (-16.76384, -12.80882, 24.27904)  0.088
H (-19.76231, -11.53662, 17.27852)  0.084
H (-18.30490, -14.46411, 23.44306)  0.100
H (-13.78578, -13.91500, 25.44674)  0.099
H (-18.75689, -15.32175, 22.06588)  0.098
H (-15.89386, -8.09893, 27.33234)  0.109
H (-12.08069, -15.94402, 18.57224)  0.084
H (-15.82939, -10.31696, 25.71725)  0.103
H (-11.77766, -12.15685, 21.19019)  0.121
H (-12.50790, -10.25844, 18.04638)  0.139
H (-14.02909, -10.96061, 21.15378)  0.121
H (-14.46904, -6.95135, 19.78694)  0.114
H (-15.92743, -10.36227, 24.09554)  0.088
H (-15.44868, -9.40506, 19.89457)  0.078
H (-13.36769, -15.69348, 19.75228)  0.065
H (-16.04924, -16.91130, 20.91323)  0.097
H (-16.84182, -14.05842, 13.78444)  0.078
H (-13.71710, -5.05857, 21.24050)  0.087
H (-13.35537, -7.81159, 27.40585)  0.116
H (-14.41547, -8.46620, 25.28921)  0.068
H (-9.80428, -10.84370, 20.24966)  0.119
H (-18.51056, -12.37959, 16.34975)  0.055
H (-13.25151, -14.80472, 16.82820)  0.120
H (-12.38202, -8.58912, 21.24817)  0.122
H (-10.84317, -11.51321, 18.98682)  0.115
H (-18.91602, -13.29244, 18.73788)  0.124
H (-16.05754, -14.16858, 26.35615)  0.112
H (-14.72966, -14.49009, 22.25827)  0.113
H (-10.81470, -8.61170, 19.97252)  0.117
H (-18.47072, -11.75883, 19.30182)  0.107
H (-14.83567, -8.51707, 18.50852)  0.102
H (-14.99735, -10.37114, 18.44476)  0.107
H (-12.74278, -6.85298, 19.64397)  0.110
H (-12.60441, -6.11774, 22.14543)  0.068
H (-16.14201, -6.47752, 26.99537)  0.119
H (-11.78410, -10.63806, 21.78696)  0.114
H (-16.71615, -13.17598, 22.18941)  0.088
H (-17.99663, -10.93455, 17.00146)  0.081
H (-14.03393, -8.84271, 21.61210)  0.134
H (-17.15487, -15.84837, 13.61321)  0.078
H (-14.36830, -15.91419, 17.36721)  0.110
H (-15.84148, -12.57347, 27.11497)  0.109
H (-17.54512, -11.89893, 25.56657)  0.127
H (-12.49564, -5.49238, 27.22213)  0.105
H (-16.90709, -16.08231, 16.09065)  0.116
H (-12.58828, -8.42100, 18.11306)  0.129
H (-14.30504, -6.40440, 22.17058)  0.066

Force components x, y, z for each atom (eV/Å):
-1.93 2.78 -1.90
0.56 -0.49 0.20
0.62 -1.33 0.53
0.24 -0.44 1.03
-1.50 0.17 -0.93
1.42 -0.40 0.20
-0.40 0.14 -0.18
0.45 -0.63 1.32
0.39 0.60 0.38
0.55 0.79 -0.28
0.49 -0.57 0.50
-0.39 0.38 -0.01
1.17 -1.04 0.19
0.12 -0.09 -0.31
-0.36 0.29 0.50
0.39 -1.07 1.18
-0.21 0.21 -0.68
0.03 -0.94 0.06
-0.37 0.26 -0.21
0.66 -0.20 -0.89
-1.08 -0.46 0.84
-1.75 1.44 -0.19
-0.92 0.54 -0.72
1.38 -0.25 -0.47
0.23 -0.41 -1.27
1.23 -0.54 1.53
-0.43 1.91 0.42
1.39 1.33 0.80
0.57 -0.33 0.06
-0.53 -0.76 -0.79
-1.03 -0.70 -0.11
0.18 -0.10 0.39
0.55 0.56 2.04
0.74 -0.39 -1.05
0.49 0.05 0.91
-0.43 -0.99 0.38
-1.08 -0.34 1.32
-0.35 0.02 -0.38
-1.83 0.73 0.01
0.45 0.06 -1.09
-0.25 0.70 -0.74
1.14 -1.45 -0.47
0.47 -0.42 0.50
-0.22 0.98 0.75
-0.62 -0.12 0.77
0.22 -0.82 -1.45
-0.17 0.64 1.23
-0.21 -0.04 -0.03
0.31 -0.22 0.04
0.21 0.18 0.44
0.08 0.29 0.12
0.25 0.60 0.65
-0.29 0.07 -0.07
0.06 -0.06 -0.06
0.25 0.17 -0.16
0.60 -0.13 -0.34
-0.18 -0.20 -0.22
-0.19 -0.45 -0.32
-0.03 -0.04 0.31
-0.10 0.10 0.00
0.11 0.60 -0.03
0.66 -0.06 0.35
-0.17 0.19 -0.60
0.27 0.37 -0.68
0.09 -0.54 -0.75
-0.05 -0.06 -0.06
0.43 -0.41 0.46
0.05 -0.20 -0.58
-0.27 0.36 -0.54
0.20 -0.18 0.18
-0.14 0.16 0.32
-0.15 -0.73 -0.72
-1.03 -0.18 -0.36
0.04 0.17 0.09
-0.41 0.47 -0.11
0.32 -0.27 -0.29
0.16 -0.02 -0.23
-0.22 -0.22 -0.12
0.19 0.06 0.08
0.01 -0.06 -0.07
-0.42 -0.25 0.12
0.09 0.49 0.19
0.00 -0.07 -0.08
0.15 0.09 -0.13
0.66 -0.62 -0.34
-0.45 0.03 -0.37
-0.25 -0.15 0.46
-0.36 0.02 0.06
0.83 -0.06 0.26
-0.24 -0.28 -0.46
0.07 0.09 -0.21
0.00 0.05 0.03
0.25 -0.09 -0.36
0.31 0.45 -0.67
0.46 0.55 -0.32
0.29 -0.07 0.06
-0.63 0.66 0.44
-0.48 0.39 -0.23
-0.11 0.10 -0.17
-0.35 -0.14 0.81
-0.35 -0.47 0.26
0.00 -0.23 0.20
0.10 0.10 -0.37
-0.31 0.26 0.23
-0.44 -0.21 -0.18
0.01 0.33 0.14

In order of appearance, electronic energy = -3202.8340; -4168.1526 Eh.
In order of appearance, ΔE to the lowest compared entry with this formula, charge and spin = 0.000; 0.000 eV.